A) # C11H11N

2 unconnected molecules or ions with the total composition C11H11N (ωB97M-V with the def2-TZVPD basis set, the Open Molecules 2025 dataset).

Each atom is followed by the atoms it is bonded to, with distances in Å.
Cartesian coordinates (Å):
1 C -0.2000 -0.6105 -0.8672  C2 1.379, C6 1.467, H7 1.210
2 C -1.2566 -0.3720 -0.0134  C1 1.379, C3 1.310, H8 1.224
3 C -2.1478 -1.3007 0.2304  C2 1.310, C4 1.410, H9 1.073
4 C -2.2978 -2.5691 -0.3673  C3 1.410, C5 1.410, H10 1.092
5 C -1.1177 -2.8986 -1.0643  C4 1.410, C6 1.386, H11 1.139
6 C -0.1646 -1.9629 -1.4356  C1 1.467, C5 1.386, H12 1.091
7 H 0.7821 0.0870 -0.9854  C1 1.210
8 H -1.4769 0.8077 0.2288  C2 1.224
9 H -2.9023 -0.8843 0.8705  C3 1.073
10 H -3.0800 -3.2483 -0.0228  C4 1.092
11 H -0.8224 -3.9181 -1.4771  C5 1.139
12 H 0.5483 -2.5201 -2.0446  C6 1.091
13 C 2.4661 1.6771 0.5198  C14 1.521, C18 1.424, H19 1.155
14 C 1.6191 1.6781 -0.7435  C13 1.521, C15 1.395, H20 1.029
15 C 0.2693 1.8513 -0.4359  C14 1.395, N16 1.402, H21 1.018
16 N -0.2896 2.0357 0.8367  C15 1.402, C17 1.329
17 C 0.5245 1.9327 1.8817  N16 1.329, C18 1.372, H22 1.101
18 C 1.8571 1.6163 1.8051  C13 1.424, C17 1.372, H23 1.100
19 H 3.6100 1.8254 0.4671  C13 1.155
20 H 2.0387 1.5425 -1.6733  C14 1.029
21 H -0.2772 2.0389 -1.2735  C15 1.018
22 H -0.0374 1.8842 2.8273  C17 1.101
23 H 2.3551 1.3078 2.7365  C18 1.100

Properties
- HOMO level: -8.81 eV
- HOMO-LUMO gap: 9.3 eV
- Net charge: 0

B) # C11H11N

2 unconnected molecules or ions with the total composition C11H11N (ωB97M-V with the def2-TZVPD basis set, the Open Molecules 2025 dataset).

Each atom is followed by the atoms it is bonded to, with distances in Å.
Cartesian coordinates (Å):
1 C -1.2041 -2.9008 -1.0644  C2 1.384, C6 1.398, H7 1.196
2 C -0.5142 -4.0750 -0.8193  C1 1.384, C3 1.468, H8 1.100
3 C 0.4047 -4.2056 0.3176  C2 1.468, C4 1.388, H9 1.119
4 C 0.7756 -3.0241 0.9443  C3 1.388, C5 1.491, H10 1.159
5 C 0.2238 -1.7073 0.5153  C4 1.491, C6 1.418, H11 1.150
6 C -0.8951 -1.7368 -0.3551  C1 1.398, C5 1.418, H12 1.123
7 H -2.1440 -3.0205 -1.7949  C1 1.196
8 H -0.7388 -5.0397 -1.2968  C2 1.100
9 H 0.6524 -5.2311 0.6898  C3 1.119
10 H 1.4384 -2.9529 1.8924  C4 1.159
11 H 0.5615 -0.6870 0.9241  C5 1.150
12 H -1.3180 -0.7181 -0.5657  C6 1.123
13 C 0.5080 4.2457 -0.4875  C14 1.474, C18 1.355, H19 1.076
14 C 0.2611 3.0165 -1.2624  C13 1.474, C15 1.375, H20 1.053
15 C -0.1254 1.8228 -0.7002  C14 1.375, N16 1.380, H21 1.118
16 N 0.0578 1.6517 0.6568  C15 1.380, C17 1.318
17 C 0.2954 2.7209 1.3908  N16 1.318, C18 1.454, H22 1.008
18 C 0.3162 4.0670 0.8420  C13 1.355, C17 1.454, H23 1.141
19 H 0.3738 5.2631 -0.8122  C13 1.076
20 H -0.0657 3.1735 -2.2506  C14 1.053
21 H -0.1422 0.7953 -1.1410  C15 1.118
22 H 0.2426 2.4978 2.3728  C17 1.008
23 H 0.4595 5.0172 1.4580  C18 1.141

Properties
- HOMO level: -8.86 eV
- HOMO-LUMO gap: 9.5 eV
- Net charge: 0

Order from most stable to least stable according to the calculation: B), A)

A) # C9H16N

A gas-phase ion, C9H16N (charge +1) (ωB97M-V with the def2-TZVPD basis set, the Open Molecules 2025 dataset).

Each atom is followed by the atoms it is bonded to, with distances in Å.
Cartesian coordinates (Å):
1 C 1.6551 -1.7225 0.6041  C2 1.524, H11 1.074, H12 1.086, H13 1.046
2 C 1.4553 -0.6411 -0.4509  C1 1.524, C3 1.482, C6 1.722, H14 1.178
3 C 2.6251 0.2638 -0.5382  C2 1.482, C4 1.384, H15 1.041
4 C 2.3244 1.4730 0.0641  C3 1.384, C5 1.439, H16 1.067
5 C 0.9238 1.6228 0.3598  C4 1.439, C6 1.366, H17 1.078
6 C 0.2654 0.4422 0.1613  C2 1.722, C5 1.366, N7 1.502
7 N -1.1895 0.1482 -0.0698  C6 1.502, C8 1.421, C9 1.582, C10 1.520
8 C -1.4136 -0.7099 -1.1801  N7 1.421, H18 1.054, H19 1.144, H20 1.101
9 C -1.9465 1.5297 -0.2113  N7 1.582, H21 1.090, H22 1.075, H23 1.042
10 C -1.7673 -0.5579 1.1457  N7 1.520, H24 1.063, H25 1.151, H26 1.130
11 H 2.6816 -1.9770 0.7935  C1 1.074
12 H 1.0627 -2.6125 0.4152  C1 1.086
13 H 1.3239 -1.3193 1.5112  C1 1.046
14 H 0.9652 -1.0033 -1.4596  C2 1.178
15 H 3.4961 -0.0064 -1.0396  C3 1.041
16 H 3.0057 2.2638 0.2850  C4 1.067
17 H 0.5563 2.5966 0.6406  C5 1.078
18 H -2.4407 -0.8782 -1.3450  C8 1.054
19 H -0.8627 -0.4388 -2.1448  C8 1.144
20 H -1.0985 -1.7500 -1.0053  C8 1.101
21 H -1.6826 2.0835 0.6891  C9 1.090
22 H -1.2924 2.0464 -0.8893  C9 1.075
23 H -2.9238 1.4301 -0.5600  C9 1.042
24 H -2.8282 -0.5147 1.1870  C10 1.063
25 H -1.6078 -1.6870 0.9862  C10 1.151
26 H -1.2870 -0.0813 2.0510  C10 1.130

Properties
- HOMO level: -12.46 eV
- HOMO-LUMO gap: 9.1 eV
- Net charge: +1

B) # C9H16N

2 unconnected molecules or ions with the total composition C9H16N (ωB97M-V with the def2-TZVPD basis set, the Open Molecules 2025 dataset).

Each atom is followed by the atoms it is bonded to, with distances in Å.
Cartesian coordinates (Å):
1 C 2.0336 2.0801 -1.0697  C3 1.529, H10 1.027, H11 1.153, H15 1.148
2 C 0.5258 0.2813 -1.8758  C3 1.354, C4 1.370, H8 1.208
3 C 1.5241 0.6388 -1.0334  C1 1.529, C2 1.354, C6 1.377
4 C -0.0428 -0.9558 -2.0257  C2 1.370, C5 1.454, H9 1.078
5 C 0.6411 -1.9480 -1.2124  C4 1.454, C7 1.376, H12 1.069
6 C 2.1530 -0.3288 -0.2816  C3 1.377, C7 1.448, H13 1.009
7 C 1.7186 -1.7053 -0.3919  C5 1.376, C6 1.448, H14 1.033
8 H 0.0161 0.9811 -2.7182  C2 1.208
9 H -0.8022 -1.4073 -2.6441  C4 1.078
10 H 1.2041 2.6826 -1.1252  C1 1.027
11 H 2.6082 2.3553 -2.0309  C1 1.153
12 H 0.3474 -2.9757 -1.1809  C5 1.069
13 H 2.9896 -0.2231 0.2726  C6 1.009
14 H 2.0194 -2.5824 0.0631  C7 1.033
15 H 2.8481 2.3729 -0.3156  C1 1.148
16 C -1.3167 -0.0098 1.2347  C17 1.561, N18 1.569, H19 1.087, H20 0.996
17 C -2.4179 -1.0793 1.5164  C16 1.561, H21 1.128, H22 1.086, H26 1.057
18 N -1.6143 1.4025 1.8494  C16 1.569, H23 0.978, H24 1.033, H25 1.075
19 H -0.5231 -0.3400 1.9003  C16 1.087
20 H -0.9525 -0.1181 0.3135  C16 0.996
21 H -1.8503 -2.0148 1.2413  C17 1.128
22 H -3.3043 -0.9055 0.9130  C17 1.086
23 H -1.9475 2.0865 1.2353  N18 0.978
24 H -2.3862 1.1633 2.4927  N18 1.033
25 H -0.7696 1.8308 2.3584  N18 1.075
26 H -2.7017 -1.2814 2.5146  C17 1.057

Properties
- HOMO level: -12.17 eV
- HOMO-LUMO gap: 8.4 eV
- Net charge: +1

Order from most stable to least stable according to the calculation: B), A)

A) # C2H8OSi2

2 unconnected molecules or ions with the total composition C2H8OSi2 (ωB97M-V with the def2-TZVPD basis set, the Open Molecules 2025 dataset).

Each atom is followed by the atoms it is bonded to, with distances in Å.
Cartesian coordinates (Å):
1 C -2.0562 1.1462 -1.0625  Si4 1.867, H6 1.147, H7 1.064, H8 1.126
2 C 2.0275 -1.1552 1.2876  Si5 1.924, H9 1.080, H10 1.135, H11 1.116
3 O 1.9957 0.3092 -1.1093  Si5 1.479
4 Si -0.8725 0.7394 0.3225  C1 1.867, Si5 2.599
5 Si 1.1843 -0.6877 -0.3769  C2 1.924, O3 1.479, Si4 2.599, H13 1.519
6 H -2.8065 0.2962 -0.8906  C1 1.147
7 H -2.5187 2.0752 -1.2986  C1 1.064
8 H -1.8293 0.8347 -2.1202  C1 1.126
9 H 2.5124 -2.0988 1.0879  C2 1.080
10 H 2.7836 -0.3407 1.5206  C2 1.135
11 H 1.4907 -1.1803 2.2662  C2 1.116
12 H -2.2497 1.8208 1.4165  no bonds
13 H 0.3387 -1.7588 -1.0433  Si5 1.519

Properties
- HOMO level: -9.28 eV
- HOMO-LUMO gap: 7.6 eV
- Net charge: 0

B) # C2H8OSi2

2 unconnected molecules or ions with the total composition C2H8OSi2 (ωB97M-V with the def2-TZVPD basis set, the Open Molecules 2025 dataset).

Each atom is followed by the atoms it is bonded to, with distances in Å.
Cartesian coordinates (Å):
1 C 1.1446 -0.4446 -1.4554  C2 1.339, H6 1.027, H7 1.034
2 C 0.2989 0.5899 -1.5348  C1 1.339, Si5 1.872, H8 1.099
3 O -0.9521 2.2961 0.3983  Si5 1.604, H9 0.946
4 Si -0.0283 -1.5508 2.0118  H10 1.463, H11 1.421, H12 1.533
5 Si -1.1350 0.9019 -0.3727  C2 1.872, O3 1.604, H13 1.532
6 H 1.9162 -0.6218 -2.1091  C1 1.027
7 H 0.9669 -1.2006 -0.7722  C1 1.034
8 H 0.5727 1.3541 -2.2762  C2 1.099
9 H -0.5740 3.1500 0.2501  O3 0.946
10 H 1.0262 -2.0173 1.1113  Si4 1.463
11 H -1.0957 -2.4661 2.2189  Si4 1.421
12 H 0.4735 -0.8954 3.3035  Si4 1.533
13 H -2.6140 0.9045 -0.7734  Si5 1.532

Properties
- HOMO level (alpha / beta): -7.10 / -7.06 eV
- HOMO-LUMO gap (alpha / beta): 6.8 / 6.8 eV
- Net charge: 0

Order from most stable to least stable according to the calculation: B), A)